Entry 1:
Formula: C35H52OP4Tl
Source: the OMol25 dataset
Level of theory: ωB97M-V/def2-TZVPD

Results
HOMO (spin up / spin down): -15.92 / -16.06 eV
Total charge: +3
2S+1: 1

Each line ends with the Mulliken charge.
Element x y z (Å)
Tl -0.1074 0.5559 -0.7206  1.028
P 2.5516 -1.5489 1.2023  1.049
P 2.4300 1.9216 -0.5214  0.792
P -0.0862 -2.7901 -0.8228  0.834
H 0.4665 2.0431 -7.4123  0.275
C -0.4911 1.5176 -7.2478  -0.572
C -1.4502 2.0876 -6.5050  -0.354
H -1.2235 3.0619 -5.9866  0.260
C 3.9229 -2.3981 0.3520  -1.486
C 3.5162 -0.3367 2.2341  -0.784
C 2.1851 -2.7720 2.5336  -0.882
C 1.9555 3.1216 -1.8312  -1.184
C 2.8573 3.0880 0.8312  -1.391
C 4.0651 1.3757 -1.1079  -1.187
C -1.4433 -2.7582 -2.0341  -0.177
C -1.0289 -3.8498 0.4498  -0.686
C 0.8785 -4.1844 -1.5222  -1.447
H -0.6613 0.5611 -7.7618  0.273
H -2.4381 1.5919 -6.4167  0.283
H 4.5085 -2.8718 1.1434  0.499
H 4.5618 -1.7049 -0.2090  0.374
H 3.5632 -3.1601 -0.3508  0.284
H 4.3662 -0.9190 2.6451  0.507
H 2.9010 0.0452 3.0814  -0.008
H 3.8917 0.5049 1.6203  0.182
H 3.0873 -3.4273 2.5868  0.501
H 1.2905 -3.3935 2.2912  -0.044
H 2.0184 -2.2684 3.5082  0.153
H 2.4981 4.0608 -1.7134  0.548
H 0.8848 3.3289 -1.7641  0.335
H 2.1566 2.6936 -2.8160  0.348
H 3.7200 3.7177 0.5515  0.491
H 3.1251 2.5159 1.7338  0.354
H 2.0157 3.7356 1.1335  0.383
H 4.8037 2.1965 -1.0937  0.437
H 4.0034 0.9996 -2.1407  0.353
H 4.4398 0.5457 -0.4899  0.257
H -1.6163 -3.7580 -2.4802  0.539
H -1.1822 -2.0575 -2.8243  -0.373
H -2.3661 -2.3889 -1.5602  -0.208
H -1.3201 -4.8348 0.0390  0.509
H -1.9703 -3.4005 0.7838  -0.133
H -0.4188 -4.0624 1.3321  0.327
H 0.2455 -5.0018 -1.8936  0.541
H 1.5664 -4.5525 -0.7549  0.379
H 1.4634 -3.7590 -2.3387  0.434
C -0.6547 0.6592 -3.8831  0.769
C 0.6638 0.2067 -4.2389  0.248
C 0.7796 -0.9702 -4.9771  -0.702
C -0.3597 -1.6797 -5.3697  -0.356
C -1.6538 -1.1547 -5.1914  -1.042
C -1.7746 0.0645 -4.5710  -0.688
O -0.8724 1.6124 -2.9942  -0.865
H 0.6414 -1.3176 -1.4229  0.022
H 1.4973 0.8475 -3.9087  0.201
H 1.7221 -1.3492 -5.3252  0.575
H -0.3316 -2.6271 -5.9116  0.512
H -2.4893 -1.7535 -5.5658  0.490
H -2.6596 0.7291 -4.5840  0.855
C -3.4368 4.9679 2.2296  -0.446
C -2.5387 4.7050 1.1684  -0.711
C -1.8364 3.4955 1.1568  0.142
C -1.9861 2.5485 2.1973  0.232
C -2.8094 2.8762 3.2873  -0.254
C -3.5691 4.0628 3.3044  -0.742
P -1.1206 0.9596 1.9736  1.015
C -0.1714 0.7568 3.5554  0.649
C 0.5021 1.8331 4.1468  -0.927
C 1.2990 1.6298 5.2621  -0.682
C 1.4332 0.3642 5.8174  -0.686
C 0.7831 -0.7170 5.2255  -0.620
C -0.0183 -0.5304 4.1047  -0.583
C -2.5603 -0.2364 1.9770  0.108
C -3.1045 -0.8487 3.1264  -0.395
C -3.8586 -2.0152 3.0135  -0.655
C -4.1217 -2.5415 1.7518  -0.517
C -3.7750 -1.8107 0.6078  -1.214
C -3.0455 -0.6183 0.7168  -0.264
H -4.0397 5.8960 2.2113  0.396
H -2.4240 5.4341 0.3402  0.424
H -1.1587 3.2791 0.3385  -0.023
H -2.8481 2.1871 4.1306  0.361
H -4.2622 4.2759 4.1451  0.416
H 0.3648 2.8111 3.7052  0.566
H 1.8313 2.4803 5.6747  0.470
H 2.0512 0.2201 6.7144  0.406
H 0.9428 -1.7198 5.6098  0.548
H -0.5179 -1.3799 3.6289  0.490
H -2.9689 -0.4265 4.1040  0.471
H -4.2181 -2.5530 3.8872  0.442
H -4.5630 -3.5489 1.6629  0.465
H -4.0447 -2.1844 -0.3943  0.580
H -2.8546 0.0087 -0.1706  0.903

Cartesian forces (eV/Å) of the 3 atoms listed first:
0.477 0.999 0.613
-0.330 0.507 0.680
0.441 1.572 -0.742

***

Entry 2:
Formula: C35H52P4PdSe
Source: the OMol25 dataset
Level of theory: ωB97M-V/def2-TZVPD

Results
HOMO (spin up / spin down): -17.78 / -18.20 eV
Total charge: +4
Expectation value of S²: 6.04
2S+1: 5

Each line ends with the Löwdin spin population.
Element x y z (Å)
Pd -1.1925 -0.2965 0.8663  0.741
P -0.2758 1.6678 1.4488  0.163
P -3.2846 0.2298 0.0606  0.203
P 3.9690 -0.1134 -1.7917  0.008
H -1.6656 -3.4347 -6.2166  0.000
C -1.0692 -4.2852 -5.8396  0.000
C -0.9850 -4.5672 -4.5354  0.000
H -1.6557 -4.0848 -3.8287  0.000
C 0.0288 3.1730 0.4687  0.044
C -1.3295 2.2949 2.8150  0.003
C 1.3782 1.4831 2.2211  0.044
C -3.5751 -0.7432 -1.4553  0.046
C -4.7463 -0.0248 1.1414  0.032
C -3.3186 1.9752 -0.4330  0.032
C 4.2355 -1.3603 -3.0721  0.002
C 3.9525 -0.8742 -0.1552  0.000
C 5.1249 1.2236 -2.0131  0.001
H -0.5183 -4.8457 -6.6028  0.000
H -0.2104 -5.2694 -4.1625  0.000
H 0.2026 4.0767 1.0603  0.006
H -0.8197 3.3281 -0.1945  0.004
H 0.9146 3.0254 -0.1559  0.001
H -0.9191 3.2317 3.2261  0.002
H -1.4096 1.5494 3.6169  -0.001
H -2.3449 2.4604 2.4329  0.000
H 1.7664 2.4300 2.6172  0.008
H 2.0857 1.0849 1.4787  0.001
H 1.3242 0.7672 3.0513  0.000
H -4.4427 -0.3315 -1.9875  0.010
H -3.7552 -1.7969 -1.2000  0.000
H -2.6865 -0.6762 -2.0952  0.001
H -5.6319 0.3543 0.6204  0.008
H -4.6343 0.4945 2.1007  0.000
H -4.8704 -1.0974 1.3212  0.000
H -4.2557 2.1560 -0.9838  0.007
H -2.4506 2.1753 -1.0814  0.006
H -3.2787 2.6129 0.4626  0.000
H 5.2685 -1.3132 -3.4297  0.000
H 3.5829 -1.0818 -3.9104  0.000
H 3.9955 -2.3785 -2.7303  0.000
H 4.9614 -1.1132 0.1869  0.000
H 3.4087 -1.8315 -0.1933  0.000
H 3.4595 -0.2220 0.5787  0.000
H 6.1265 0.8796 -2.2352  0.000
H 5.1697 1.8860 -1.1547  0.000
H 4.7609 1.7958 -2.8625  0.000
C 0.3873 0.8060 -4.0081  0.253
C 0.0880 -0.5702 -3.9904  0.085
C 0.2013 -1.2983 -5.1619  0.042
C 0.5695 -0.6554 -6.3503  0.199
C 0.8065 0.7267 -6.3806  0.016
C 0.6769 1.4646 -5.2229  0.124
Se 0.5466 1.8221 -2.5265  1.188
H 2.6933 0.3980 -2.2045  0.016
H -0.2201 -0.9990 -3.0453  0.004
H -0.0304 -2.3628 -5.1473  0.000
H 0.6189 -1.2185 -7.2784  0.008
H 1.0787 1.2005 -7.3194  -0.001
H 0.8491 2.5332 -5.2040  0.010
C -2.4857 0.4205 6.1822  0.036
C -1.1043 0.4365 6.0092  0.001
C -0.5151 -0.3402 5.0203  0.022
C -1.3206 -1.0630 4.1171  0.027
C -2.7145 -1.0747 4.3036  0.026
C -3.2876 -0.3580 5.3530  -0.001
P -0.6267 -1.7596 2.5699  0.247
C 1.0604 -2.4173 2.7117  0.071
C 1.3321 -3.6628 2.0993  0.037
C 2.4827 -4.3732 2.4422  -0.001
C 3.4354 -3.7812 3.2883  0.052
C 3.2733 -2.4544 3.7137  0.002
C 2.0956 -1.7716 3.4174  0.033
C -1.6692 -3.2116 2.2183  0.054
C -2.0329 -4.0576 3.2739  0.010
C -2.8018 -5.1807 2.9973  0.005
C -3.2251 -5.4353 1.7004  0.005
C -2.8846 -4.5866 0.6594  0.002
C -2.0910 -3.4772 0.9109  0.030
H -2.9472 1.0054 6.9670  0.002
H -0.4830 1.0595 6.6395  0.000
H 0.5676 -0.4096 4.9608  0.001
H -3.3341 -1.6800 3.6380  0.000
H -4.3652 -0.4092 5.4841  -0.001
H 0.6041 -4.1155 1.4207  0.001
H 2.6235 -5.4011 2.0838  -0.001
H 4.3139 -4.3478 3.6132  0.002
H 4.0744 -1.9367 4.2533  -0.001
H 2.0060 -0.7405 3.7395  0.001
H -1.7183 -3.8308 4.2901  0.000
H -3.0713 -5.8448 3.8041  0.001
H -3.8435 -6.2904 1.4884  0.000
H -3.1929 -4.7589 -0.3623  0.000
H -1.7943 -2.7831 0.1220  0.016

Cartesian forces (eV/Å) of the 3 atoms listed first:
0.417 -0.609 -0.780
0.799 1.865 1.579
-0.981 -0.054 0.279